Record 1
{"formula": "C4H10O2", "method": "the ωB97M-V functional and the def2-TZVPD basis", "smiles": "CO[C@@H](C)CO", "relative_energy_kj_mol": 149.91, "e_tot_ha": -308.84106, "max_force_ha_per_bohr": 0.009, "symbols": ["C", "O", "C", "C", "C", "O", "H", "H", "H", "H", "H", "H", "H", "H", "H", "H"], "coordinates": [[1.654, 0.946, 0.020], [0.457, 0.540, 0.619], [-0.268, -0.357, -0.217], [0.134, -1.743, 0.352], [-1.695, 0.273, -0.228], [-1.553, 1.669, -0.421], [2.135, 0.130, -0.541], [1.445, 1.768, -0.675], [2.323, 1.262, 0.821], [0.077, -0.268, -1.261], [1.103, -1.594, 0.858], [0.308, -2.512, -0.405], [-0.548, -2.116, 1.122], [-2.315, -0.052, -1.071], [-2.243, 0.074, 0.704], [-1.014, 1.979, 0.322]]}

Record 2
{"formula": "C4H10O2", "method": "the ωB97M-V functional and the def2-TZVPD basis", "smiles": "CO[C@@H](C)CO", "relative_energy_kj_mol": 109.55, "e_tot_ha": -308.85643, "max_force_ha_per_bohr": 0.008, "symbols": ["C", "O", "C", "C", "C", "O", "H", "H", "H", "H", "H", "H", "H", "H", "H", "H"], "coordinates": [[-1.277, 1.301, -0.789], [-0.996, 0.189, 0.024], [0.397, -0.115, 0.045], [1.018, 0.599, 1.243], [0.472, -1.644, -0.013], [-0.353, -2.106, -1.057], [-0.573, 2.124, -0.602], [-1.216, 1.033, -1.853], [-2.284, 1.647, -0.555], [0.857, 0.255, -0.885], [0.524, 1.571, 1.359], [2.084, 0.786, 1.101], [0.874, 0.058, 2.183], [1.491, -1.972, -0.241], [0.175, -2.083, 0.952], [-1.193, -1.642, -0.911]]}

Record 3
{"formula": "C4H10O2", "method": "the ωB97M-V functional and the def2-TZVPD basis", "relative_energy_kj_mol": 446.74, "e_tot_ha": -308.72800, "max_force_ha_per_bohr": 0.045, "symbols": ["C", "O", "C", "C", "O", "C", "H", "H", "H", "H", "H", "H", "H", "H", "H", "H"], "coordinates": [[2.222, 0.148, 0.603], [2.273, -0.410, -0.680], [1.022, -0.828, -0.962], [-0.314, 0.546, -0.305], [-1.185, -0.403, 0.228], [-2.503, 0.042, 0.385], [3.143, 0.714, 0.770], [1.216, 0.678, 0.509], [2.071, -0.620, 1.377], [0.994, -1.130, -2.028], [0.615, -1.592, -0.293], [-0.385, 1.458, 0.383], [-0.584, 0.961, -1.271], [-2.592, 0.847, 1.135], [-2.909, 0.412, -0.568], [-3.084, -0.822, 0.719]]}

Record 4
{"formula": "C4H10O2", "method": "the ωB97M-V functional and the def2-TZVPD basis", "smiles": "CCC=O.CO", "relative_energy_kj_mol": 112.61, "e_tot_ha": -308.85527, "max_force_ha_per_bohr": 0.010, "symbols": ["C", "C", "C", "O", "H", "H", "H", "H", "H", "H", "C", "O", "H", "H", "H", "H"], "coordinates": [[2.235, -0.573, -0.658], [1.074, -0.283, 0.292], [1.010, 1.194, 0.556], [0.030, 1.904, 0.483], [3.151, -0.070, -0.330], [2.014, -0.220, -1.669], [2.445, -1.641, -0.710], [0.109, -0.641, -0.072], [1.240, -0.770, 1.263], [1.985, 1.644, 0.833], [-2.781, -0.276, -0.193], [-1.959, -0.017, 0.915], [-2.258, -0.132, -1.149], [-3.109, -1.314, -0.124], [-3.670, 0.362, -0.197], [-1.516, 0.833, 0.761]]}

Record 5
{"formula": "C4H10O2", "method": "the ωB97M-V functional and the def2-TZVPD basis", "smiles": "C/C=C(/C)O.O", "relative_energy_kj_mol": 169.65, "e_tot_ha": -308.83354, "max_force_ha_per_bohr": 0.048, "symbols": ["C", "C", "C", "C", "O", "H", "H", "H", "H", "H", "H", "H", "H", "O", "H", "H"], "coordinates": [[-1.201, -0.122, -1.984], [-0.302, 0.687, -1.059], [0.658, 0.317, -0.185], [1.316, 1.231, 0.800], [0.892, -1.068, -0.071], [-0.651, -0.329, -2.963], [-2.099, 0.513, -2.240], [-1.633, -1.066, -1.530], [-0.236, 1.773, -1.358], [0.785, 0.949, 1.683], [1.196, 2.337, 0.447], [2.321, 0.862, 0.904], [1.820, -1.357, -0.168], [-1.163, -0.693, 2.100], [-1.661, -1.515, 2.157], [-0.498, -0.759, 1.409]]}

Record 6
{"formula": "C4H10O2", "method": "the ωB97M-V functional and the def2-TZVPD basis", "smiles": "COC[C@H](C)O", "relative_energy_kj_mol": 162.34, "e_tot_ha": -308.83633, "max_force_ha_per_bohr": 0.048, "symbols": ["C", "O", "C", "C", "C", "O", "H", "H", "H", "H", "H", "H", "H", "H", "H", "H"], "coordinates": [[-0.343, 1.421, -1.642], [0.216, 1.508, -0.330], [0.922, 0.252, -0.078], [-0.018, -0.841, 0.295], [-0.764, -0.526, 1.602], [0.735, -2.073, 0.288], [0.473, 1.226, -2.425], [-1.163, 0.584, -1.882], [-0.921, 2.346, -1.865], [1.655, 0.387, 0.693], [1.378, 0.003, -1.037], [-0.719, -0.963, -0.485], [-1.444, -1.317, 1.955], [-1.258, 0.382, 1.434], [-0.055, -0.382, 2.440], [1.304, -2.006, 1.036]]}

> Number 5 is which compound?

C4H10O2